1.
{"formula": "C41H54BaClN7O4P2S3Sb", "method": "ωB97M-V/def2-TZVPD", "total_charge": -2, "multiplicity": 2, "species": ["Ba", "C", "C", "C", "P", "C", "C", "C", "C", "C", "C", "C", "C", "C", "N", "C", "C", "C", "C", "C", "C", "P", "C", "C", "C", "C", "C", "C", "H", "H", "H", "H", "H", "H", "H", "H", "H", "H", "H", "H", "H", "H", "H", "H", "H", "H", "H", "H", "H", "H", "H", "H", "H", "H", "H", "H", "H", "H", "H", "H", "H", "H", "H", "H", "S", "Sb", "S", "S", "O", "C", "O", "C", "C", "Cl", "N", "N", "C", "C", "O", "O", "C", "C", "C", "C", "C", "C", "H", "H", "H", "H", "H", "H", "C", "N", "C", "N", "C", "N", "C", "N", "C", "C", "H", "H", "H", "H", "H", "H", "H", "H", "H", "H", "H", "H"], "coordinates": [[0.59, -0.95, 2.57], [-1.61, -6.56, -0.50], [-2.75, -5.59, -0.19], [-4.07, -6.07, -0.81], [-2.18, -3.84, -0.41], [-3.68, -2.79, -0.19], [-4.08, -2.67, 1.27], [-3.46, -1.42, -0.83], [-1.63, -3.57, -2.09], [-2.21, -4.39, -3.07], [-1.98, -4.22, -4.41], [-1.13, -3.18, -4.80], [-0.55, -2.35, -3.88], [-0.76, -2.48, -2.46], [-0.19, -1.71, -1.54], [0.42, -0.53, -1.92], [-0.28, 0.44, -2.67], [0.30, 1.64, -3.02], [1.59, 1.93, -2.61], [2.28, 1.01, -1.85], [1.73, -0.22, -1.50], [2.55, -1.41, -0.38], [4.32, -0.81, -0.15], [5.19, -0.67, -1.40], [4.44, 0.40, 0.77], [2.93, -2.93, -1.41], [2.89, -2.71, -2.92], [2.07, -4.13, -1.02], [-1.87, -7.56, -0.15], [-0.69, -6.25, -0.01], [-1.43, -6.61, -1.58], [-2.88, -5.58, 0.90], [-3.91, -6.56, -1.77], [-4.81, -5.28, -0.96], [-4.52, -6.81, -0.15], [-4.48, -3.31, -0.73], [-5.03, -2.13, 1.35], [-4.21, -3.65, 1.75], [-3.33, -2.14, 1.85], [-2.53, -0.98, -0.47], [-4.29, -0.75, -0.57], [-3.40, -1.48, -1.92], [-2.89, -5.17, -2.76], [-2.45, -4.87, -5.14], [-0.91, -3.02, -5.85], [0.10, -1.56, -4.21], [-1.30, 0.21, -2.96], [-0.27, 2.37, -3.59], [2.04, 2.89, -2.85], [3.27, 1.27, -1.51], [4.71, -1.66, 0.41], [4.82, 0.08, -2.09], [5.27, -1.61, -1.96], [6.20, -0.38, -1.10], [4.06, 1.32, 0.34], [5.50, 0.56, 1.01], [3.90, 0.24, 1.70], [3.96, -3.16, -1.11], [1.86, -2.72, -3.28], [3.43, -3.51, -3.44], [3.34, -1.76, -3.22], [1.02, -3.96, -1.24], [2.15, -4.35, 0.04], [2.40, -5.02, -1.58], [0.38, -4.61, 4.44], [-1.73, -4.00, 3.92], [-0.86, -3.59, 1.05], [-1.87, -1.72, 4.30], [4.18, 3.45, 5.49], [4.18, 4.40, 4.59], [4.75, 5.46, 4.79], [3.46, 4.14, 3.31], [3.34, 5.07, 2.32], [3.86, 6.70, 2.33], [2.60, 4.55, 1.28], [2.17, 3.26, 1.60], [2.71, 2.99, 2.83], [2.59, 1.70, 3.43], [3.13, 1.42, 4.55], [1.93, 0.75, 2.80], [2.16, 5.13, 0.10], [2.81, 6.20, -0.53], [2.30, 6.73, -1.71], [1.15, 6.22, -2.30], [0.54, 5.12, -1.70], [1.05, 4.57, -0.54], [3.70, 2.58, 5.14], [3.72, 6.61, -0.12], [2.82, 7.56, -2.17], [0.76, 6.64, -3.21], [-0.34, 4.68, -2.15], [0.61, 3.68, -0.10], [-3.06, 1.05, 2.60], [-1.77, 1.43, 2.00], [-1.21, 2.55, 2.79], [-2.13, 3.70, 2.83], [-3.40, 3.25, 3.40], [-4.01, 2.17, 2.63], [-4.20, 2.64, 1.26], [-2.96, 3.06, 0.63], [-2.03, 1.92, 0.64], [-2.37, 4.13, 1.46], [-2.89, 0.69, 3.62], [-3.49, 0.23, 2.02], [-0.25, 2.85, 2.35], [-1.03, 2.20, 3.81], [-4.09, 4.10, 3.43], [-3.23, 2.90, 4.42], [-4.90, 3.48, 1.27], [-4.64, 1.83, 0.67], [-1.09, 2.22, 0.18], [-2.46, 1.11, 0.05], [-3.06, 4.98, 1.47], [-1.43, 4.45, 1.01]], "lowdin_charge": [1.426, -0.120, -0.523, -0.110, 0.628, -0.504, -0.150, -0.108, -0.287, -0.127, -0.132, -0.111, -0.056, -0.348, 0.054, -0.331, -0.059, -0.102, -0.106, -0.090, -0.302, 1.050, -0.556, -0.121, -0.115, -0.546, -0.110, -0.146, 0.078, 0.052, 0.070, 0.078, 0.064, 0.058, 0.077, 0.094, 0.082, 0.053, -0.004, 0.057, 0.075, 0.078, 0.069, 0.079, 0.094, 0.101, 0.109, 0.093, 0.094, 0.074, 0.094, 0.061, 0.055, 0.072, 0.062, 0.079, 0.048, 0.085, 0.051, 0.076, 0.063, 0.024, 0.060, 0.074, -0.382, 0.189, 0.144, -0.386, 0.080, -0.541, 0.001, -0.069, -0.574, 0.764, -0.090, 0.106, -0.185, -0.588, -0.029, -0.606, -0.199, -0.072, -0.119, -0.130, -0.116, -0.049, 0.042, 0.046, 0.090, 0.083, 0.095, 0.072, -0.212, -0.102, -0.162, -0.081, -0.185, -0.087, -0.190, -0.081, -0.162, -0.170, 0.053, 0.105, 0.109, 0.132, 0.117, 0.124, 0.116, 0.116, 0.119, 0.103, 0.119, 0.112]}

---

2.
{"formula": "C41H54CrN2OPS4", "method": "ωB97M-V/def2-TZVPD", "multiplicity": 4, "species": ["Cr", "S", "C", "C", "C", "C", "C", "C", "S", "C", "C", "C", "C", "C", "C", "C", "S", "C", "C", "C", "C", "C", "C", "S", "N", "H", "H", "H", "H", "H", "H", "H", "H", "H", "H", "H", "H", "H", "H", "H", "C", "C", "C", "C", "P", "N", "C", "C", "C", "C", "C", "C", "C", "C", "H", "H", "H", "H", "H", "H", "H", "H", "H", "H", "H", "H", "H", "H", "H", "H", "H", "H", "H", "H", "H", "H", "H", "H", "H", "H", "H", "C", "C", "C", "C", "C", "C", "C", "O", "C", "C", "C", "H", "H", "H", "H", "H", "H", "H", "H", "H", "H", "H", "H"], "coordinates": [[0.45, -0.98, -0.06], [0.24, -3.22, -0.91], [-0.61, -4.08, 0.32], [-1.13, -5.35, 0.07], [-1.82, -6.03, 1.04], [-2.02, -5.48, 2.30], [-1.49, -4.23, 2.58], [-0.78, -3.55, 1.61], [-0.03, -1.99, 2.05], [1.67, -2.61, 2.33], [2.71, -1.82, 1.60], [4.02, -1.84, 2.07], [5.02, -1.28, 1.29], [4.66, -0.73, 0.07], [3.33, -0.69, -0.30], [2.93, -0.19, -1.65], [2.37, -1.64, -2.64], [3.85, -2.63, -2.49], [4.89, -2.30, -3.35], [6.10, -2.95, -3.28], [6.28, -3.96, -2.35], [5.25, -4.32, -1.51], [4.01, -3.67, -1.56], [2.80, -4.23, -0.46], [2.35, -1.21, 0.47], [-0.98, -5.78, -0.91], [-2.22, -7.01, 0.82], [-2.56, -6.02, 3.06], [-1.61, -3.79, 3.56], [1.69, -3.63, 1.94], [1.85, -2.63, 3.41], [4.24, -2.33, 3.00], [6.04, -1.30, 1.61], [5.41, -0.33, -0.60], [3.77, 0.29, -2.16], [2.06, 0.47, -1.60], [4.73, -1.51, -4.07], [6.90, -2.69, -3.96], [7.23, -4.48, -2.28], [5.37, -5.12, -0.79], [-0.16, 2.56, -2.14], [0.51, 3.39, -1.04], [1.98, 3.55, -1.41], [-0.11, 4.78, -0.98], [0.40, 2.34, 0.60], [0.70, 0.86, 0.29], [1.70, 3.02, 1.86], [1.39, 2.35, 3.20], [1.76, 4.54, 2.05], [3.07, 2.49, 1.42], [-1.38, 2.55, 1.34], [-2.35, 2.36, 0.18], [-1.58, 1.38, 2.29], [-1.70, 3.86, 2.05], [0.30, 2.78, -3.11], [-1.22, 2.77, -2.23], [-0.03, 1.49, -1.95], [2.06, 3.91, -2.43], [2.51, 2.60, -1.33], [2.48, 4.28, -0.77], [0.08, 5.28, -1.93], [0.34, 5.38, -0.19], [-1.18, 4.76, -0.84], [0.53, 2.78, 3.68], [2.24, 2.46, 3.88], [1.23, 1.28, 3.04], [0.80, 4.94, 2.34], [2.10, 5.05, 1.15], [2.48, 4.77, 2.84], [2.94, 1.49, 1.01], [3.74, 2.43, 2.27], [3.55, 3.12, 0.68], [-2.03, 1.53, -0.44], [-2.45, 3.25, -0.43], [-3.34, 2.13, 0.57], [-1.18, 0.47, 1.84], [-2.64, 1.23, 2.48], [-1.09, 1.54, 3.25], [-1.52, 4.73, 1.42], [-1.12, 3.97, 2.97], [-2.75, 3.86, 2.32], [-7.43, 0.91, -2.30], [-6.15, 0.32, -1.80], [-6.05, -0.18, -0.51], [-4.88, -0.71, -0.02], [-4.84, -1.23, 1.39], [-3.72, -0.72, -0.83], [-2.47, -1.15, -0.24], [-1.33, -0.79, -0.59], [-3.82, -0.27, -2.16], [-2.70, -0.37, -3.16], [-5.03, 0.23, -2.62], [-8.08, 1.17, -1.47], [-7.96, 0.19, -2.93], [-7.24, 1.80, -2.90], [-6.93, -0.15, 0.13], [-5.79, -1.04, 1.89], [-4.05, -0.75, 1.97], [-4.66, -2.30, 1.39], [-2.56, -1.84, 0.62], [-1.80, -0.82, -2.73], [-2.44, 0.61, -3.54], [-3.02, -0.99, -4.00], [-5.10, 0.56, -3.64]], "lowdin_charge": [0.402, 0.607, -0.658, -0.099, -0.084, -0.104, -0.119, -0.536, 1.006, -0.314, -0.354, -0.007, -0.016, -0.003, -0.354, -0.388, 0.913, -0.544, -0.144, -0.120, -0.106, -0.151, -0.724, 0.545, -0.035, 0.108, 0.104, 0.094, 0.100, 0.070, 0.096, 0.120, 0.115, 0.125, 0.091, 0.028, 0.094, 0.089, 0.095, 0.082, -0.095, -0.576, -0.089, -0.078, 0.923, -0.312, -0.582, -0.094, -0.075, -0.090, -0.574, -0.084, -0.099, -0.075, 0.087, 0.066, 0.053, 0.089, 0.061, 0.063, 0.092, 0.066, 0.057, 0.061, 0.087, 0.073, 0.062, 0.060, 0.091, 0.050, 0.087, 0.067, 0.055, 0.067, 0.090, 0.009, 0.081, 0.067, 0.066, 0.063, 0.090, -0.038, -0.244, -0.002, -0.195, -0.028, -0.098, -0.116, -0.208, -0.175, -0.009, 0.001, 0.078, 0.090, 0.084, 0.118, 0.083, 0.073, 0.096, 0.124, 0.069, 0.088, 0.096, 0.127]}

---

What max |F| values result from the calculations? In sequence: 2.20, 3.45 eV Å⁻¹.
What energy above the lowest of the compared OMol25 structures with the same formula, charge and spin values result from the calculations? In sequence: 44.66, 69.38 kcal/mol.
What electronic energy values result from the calculations? In sequence: -4882.4387, -4758.0355 Eh.